Density functional theory data (the ωB97M-V functional and the def2-TZVPD basis) for an isolated molecule of C2H3Cl2NSi.

XYZ file:
```
9
Properties=species:S:1:pos:R:3:mulliken_charge:R:1
N 2.67962 -1.23688 0.28236 -0.35
C 1.84292 -0.52917 -0.02877 0.12
C 0.45159 0.33038 -0.59456 -0.53
Si -1.19081 0.04481 0.40185 0.66
Cl -2.12525 -1.62142 0.36416 -0.16
Cl -2.26489 1.65452 0.10680 -0.19
H 0.45516 -0.11527 -1.69354 0.28
H 0.82850 1.38584 -0.54612 0.30
H -0.67685 0.08718 1.70783 -0.14
```

The calculation puts the energy relative to the best compared isomer or geometry (same formula, charge and spin) at 151.1 kJ/mol. The charge is 0. The highest occupied orbital energy is -11.33 eV. The calculation puts the LUMO energy at 0.011 Ha. The SMILES is N#CC[SiH](Cl)Cl. The energy is -1342.68531 Ha.